(1)
The following is a DFT calculation (wB97M-V/def2-TZVPD) of C40H47AsBF4IKPS4 as an isolated structure.

Geometry as XYZ:
```
100
C40H47AsBF4IKPS4 (wB97M-V/def2-TZVPD)
K 0.2727 -1.1401 -1.0337
C 2.2906 2.9561 -0.0644
C 1.3977 3.1219 -1.2900
S -0.3380 2.6527 -1.0968
C -0.8933 3.8913 0.1073
C -1.9910 3.3887 1.0385
S -1.5548 2.0031 2.1112
C -0.1536 2.7359 2.9827
C 0.3352 1.8055 4.0874
S 0.8937 0.2012 3.5030
C 2.6577 0.4879 3.2103
C 3.0472 1.5480 2.1875
S 2.3185 1.2526 0.5562
H 1.9654 3.6169 0.7453
H 3.3032 3.2640 -0.3403
H 1.7584 2.5044 -2.1099
H 1.4529 4.1590 -1.6316
H -1.2808 4.7622 -0.4303
H -0.0385 4.2324 0.6907
H -2.8365 3.0225 0.4535
H -2.3545 4.2251 1.6440
H -0.4604 3.6962 3.4136
H 0.6505 2.9026 2.2732
H -0.4767 1.6377 4.7981
H 1.1453 2.2938 4.6377
H 2.9516 -0.5135 2.8778
H 3.1493 0.7236 4.1586
H 4.1373 1.5555 2.1068
H 2.7354 2.5437 2.5185
C -1.5880 -3.2862 -2.3174
C -1.7225 -3.7019 -0.9742
C -0.4579 -4.1255 -0.5241
C 0.4566 -3.9778 -1.5860
C -0.2409 -3.4555 -2.6920
H -2.3745 -2.9295 -2.9700
H -2.6369 -3.7291 -0.3929
H -0.2215 -4.4997 0.4632
H 1.5154 -4.1973 -1.5401
H 0.1866 -3.1984 -3.6530
I 4.4732 -2.3805 1.0498
C 2.4012 -2.4199 1.9083
H 2.3685 -3.4820 2.1968
H 1.8147 -2.4134 0.9705
C -4.4146 -1.4538 -1.5992
C -5.8442 -0.9593 -1.7434
As -6.8208 -2.0618 -3.0589
C -5.7023 -1.5697 -4.5837
C -5.6915 -0.2934 -5.1400
C -4.7513 0.0423 -6.1025
C -3.8018 -0.8867 -6.5069
C -3.8012 -2.1578 -5.9542
C -4.7552 -2.4995 -5.0045
C -8.3252 -0.8519 -3.3973
C -9.0545 -0.9918 -4.5781
C -10.1566 -0.1918 -4.8347
C -10.5593 0.7584 -3.9045
C -9.8495 0.9001 -2.7224
C -8.7399 0.1010 -2.4720
P -3.2026 -0.3309 -0.7565
C -4.0803 -0.0304 0.8348
C -3.5273 -0.7434 1.9025
C -4.0980 -0.7064 3.1662
C -5.2245 0.0680 3.3953
C -5.7841 0.7896 2.3502
C -5.2233 0.7329 1.0818
C -3.3836 1.1448 -1.8320
C -2.6173 1.0421 -2.9962
C -2.5512 2.0817 -3.9084
C -3.2578 3.2520 -3.6733
C -4.0166 3.3751 -2.5192
C -4.0794 2.3300 -1.6056
H -3.9681 -1.6214 -2.5801
H -4.3649 -2.4128 -1.0789
H -5.8684 0.0759 -2.0963
H -6.3736 -1.0190 -0.7909
H -6.4001 0.4540 -4.8023
H -4.7383 1.0444 -6.5125
H -3.0458 -0.6106 -7.2308
H -3.0416 -2.8755 -6.2351
H -4.7292 -3.4862 -4.5549
H -8.7449 -1.7266 -5.3136
H -10.7024 -0.3083 -5.7633
H -11.4197 1.3854 -4.1030
H -10.1529 1.6401 -1.9916
H -8.1929 0.2339 -1.5468
H -2.6299 -1.3281 1.7352
H -3.6442 -1.2673 3.9731
H -5.6613 0.1165 4.3855
H -6.6664 1.3960 2.5192
H -5.7048 1.2742 0.2779
H -2.0151 0.1541 -3.1697
H -1.8976 1.9902 -4.7646
H -3.1898 4.0774 -4.3713
H -4.5553 4.2938 -2.3157
H -4.6520 2.4721 -0.6989
F 2.6516 1.5130 -3.8781
B 1.3940 0.9528 -4.1435
F 0.9863 0.1852 -3.0060
F 0.4542 1.9846 -4.3412
F 1.4364 0.1300 -5.2668
```

## Properties
HOMO = -0.044 Eh
gap between HOMO and LUMO = 0.1724 Ha
lowest unoccupied orbital energy = 3.484 eV
charge = -2
energy relative to the best compared isomer or geometry (same formula, charge and spin) = 0.0 kJ/mol
M = 1014.786 g/mol

---

(2)
The following is a DFT calculation (wB97M-V/def2-TZVPD) of C40H47F4N4SbSiV as an isolated structure.

Geometry as XYZ:
```
98
C40H47F4N4SbSiV (wB97M-V/def2-TZVPD)
V 0.2045 -1.3987 -0.4345
C 0.4923 -4.5433 -0.5570
N 1.3177 -3.3547 -0.8389
C 1.9759 -3.5758 -2.1372
C 2.3557 -3.1747 0.1954
C 1.6999 -2.9949 1.5562
N 0.4950 -2.2023 1.3431
C -0.5505 -2.3454 2.2223
C -1.8243 -2.0458 1.7389
F -1.8594 -1.6357 0.4201
C -2.9827 -2.1395 2.4664
F -4.1426 -1.8127 1.8971
C -2.9259 -2.5688 3.7793
C -1.6820 -2.8783 4.2955
F -1.5816 -3.2700 5.5649
C -0.5147 -2.7722 3.5536
F 0.6571 -3.0306 4.1518
H 1.1256 -5.4283 -0.4322
H -0.1724 -4.7137 -1.4018
H -0.1044 -4.4032 0.3414
H 2.5772 -4.4903 -2.1005
H 2.6186 -2.7335 -2.3765
H 1.2262 -3.6854 -2.9190
H 2.9315 -2.2850 -0.0832
H 3.0479 -4.0250 0.2029
H 2.3989 -2.5021 2.2380
H 1.4663 -3.9692 1.9940
H -3.8159 -2.6445 4.3854
C -2.7330 -3.2476 -1.9830
C -1.6920 -2.5903 -2.8362
C -1.7296 -2.6579 -4.2150
C -0.7591 -1.9789 -4.9521
C 0.2314 -1.2580 -4.3247
C 0.2372 -1.2272 -2.9205
N -0.7228 -1.8917 -2.2282
N 1.0993 -0.5980 -2.0701
Si 2.4093 0.4314 -2.6534
C 3.3062 1.1513 -1.1877
C 1.7453 1.8206 -3.7152
C 3.6553 -0.5796 -3.6287
H -3.2469 -4.0286 -2.5389
H -3.4762 -2.5121 -1.6679
H -2.2980 -3.6797 -1.0830
H -2.5076 -3.2230 -4.7063
H -0.7837 -2.0222 -6.0330
H 0.9831 -0.7321 -4.8897
H 2.6861 1.7990 -0.5723
H 4.1257 1.7660 -1.5684
H 3.7499 0.3908 -0.5436
H 0.8701 2.2817 -3.2557
H 1.4772 1.5187 -4.7272
H 2.5103 2.5957 -3.8040
H 4.2032 -1.2787 -2.9936
H 4.3945 0.0986 -4.0611
H 3.2154 -1.1446 -4.4513
C -3.4319 2.7802 0.9060
C -2.9618 2.0313 2.1217
C -3.7641 2.0350 3.2624
C -3.3748 1.4078 4.4340
C -2.1523 0.7572 4.4925
C -1.3462 0.7340 3.3667
C -1.7394 1.3565 2.1814
Sb -0.2231 1.1763 0.6775
C 1.3678 1.7812 1.9460
C 2.4331 0.8904 2.0634
C 3.4991 1.1517 2.9077
C 3.5000 2.3233 3.6474
C 2.4363 3.2049 3.5490
C 1.3472 2.9515 2.7172
C 0.1914 3.9150 2.7332
C -0.3977 2.7365 -0.7555
C 0.4410 3.8436 -0.6753
C 0.3552 4.8642 -1.6116
C -0.5852 4.7815 -2.6252
C -1.4071 3.6680 -2.7192
C -1.3144 2.6226 -1.8066
C -2.1419 1.3837 -2.0180
H -4.2919 3.4006 1.1509
H -3.7385 2.1051 0.1063
H -2.6510 3.4298 0.5102
H -4.7112 2.5588 3.2287
H -4.0194 1.4400 5.3021
H -1.8220 0.2805 5.4060
H -0.3804 0.2431 3.4296
H 2.4313 -0.0263 1.4818
H 4.3195 0.4508 2.9854
H 4.3269 2.5510 4.3064
H 2.4406 4.1126 4.1401
H 0.5322 4.9164 2.9938
H -0.5451 3.6073 3.4788
H -0.3233 3.9748 1.7756
H 1.1703 3.9179 0.1225
H 1.0128 5.7198 -1.5401
H -0.6766 5.5792 -3.3497
H -2.1278 3.6008 -3.5249
H -3.0261 1.6003 -2.6164
H -2.4787 0.9293 -1.0828
H -1.5571 0.6315 -2.5535
```

## Properties
HOMO (spin up / spin down) = -0.387 / -0.389 Eh
gap between HOMO and LUMO (spin up / spin down) = 0.2794 / 0.2965 Ha
2S+1 = 3
lowest unoccupied orbital energy (spin up / spin down) = -2.920 / -2.507 eV
charge = +1
energy relative to the best compared isomer or geometry (same formula, charge and spin) = 0.0 kJ/mol
M = 860.626 g/mol

---

(3)
The following is a DFT calculation (wB97M-V/def2-TZVPD) of C40H47N8O3PS3Y as an isolated structure.

Geometry as XYZ:
```
103
C40H47N8O3PS3Y (wB97M-V/def2-TZVPD)
Y 0.4407 0.0058 -0.9859
C 1.5844 0.8356 4.6858
C 0.6691 -0.2038 5.3352
C -0.4149 0.5260 6.1414
C 1.5219 -1.0511 6.2912
C 0.0210 -1.1227 4.2983
C -0.7911 -2.1875 4.7322
C -1.3320 -3.1040 3.8533
C -1.0641 -2.9552 2.4961
S -1.4815 -3.9753 1.1572
C -0.6079 -2.9077 0.0817
N -0.1023 -1.8564 0.6664
C -0.3087 -1.8769 2.0376
C 0.2371 -0.9633 2.9412
C -0.4431 -3.1845 -1.3464
C -0.9376 -4.3774 -1.8855
C -0.7724 -4.6322 -3.2318
C -0.1167 -3.6888 -4.0205
C 0.3551 -2.5091 -3.4632
C 0.2177 -2.1971 -2.1018
H 2.0375 1.4542 5.4633
H 1.0376 1.4948 4.0107
H 2.3903 0.3627 4.1197
H 0.0481 1.1513 6.9091
H -1.0822 -0.1790 6.6400
H -1.0201 1.1699 5.5009
H 2.0097 -0.4072 7.0269
H 2.2955 -1.5914 5.7414
H 0.9202 -1.7826 6.8321
H -0.9868 -2.3120 5.7899
H -1.9331 -3.9276 4.2165
H 0.8395 -0.1597 2.5411
H -1.4483 -5.1049 -1.2617
H -1.1495 -5.5495 -3.6667
H 0.0129 -3.8772 -5.0811
H 0.8321 -1.7905 -4.1243
C 3.2801 -1.6910 1.4740
N 3.9501 -0.4264 1.2130
C 3.2843 0.6237 0.7008
N 4.0410 1.6605 0.2305
O 2.0395 0.6660 0.6754
H 2.8938 -1.7372 2.4933
H 3.9931 -2.4972 1.3169
H 2.4513 -1.8322 0.7814
H 4.9401 -0.4578 1.0292
H 4.9209 1.3841 -0.1880
H 3.5020 2.2914 -0.3433
C -3.3442 -1.2194 -2.1398
C -3.4016 0.1520 -2.7612
C -4.4893 0.4891 -3.5485
C -4.5672 1.7012 -4.2269
C -3.4912 2.5728 -4.1202
C -2.3825 2.2869 -3.3388
C -1.2259 3.2562 -3.3338
C -2.3063 1.0667 -2.5838
N -1.2988 0.8030 -1.7399
H -4.3462 -1.5922 -1.9098
H -2.7484 -1.2099 -1.2276
H -2.8634 -1.9384 -2.8118
H -5.3018 -0.2279 -3.6396
H -5.4286 1.9469 -4.8358
H -3.5078 3.5122 -4.6683
H -0.7931 3.3600 -4.3335
H -0.4439 2.9019 -2.6633
H -1.5332 4.2549 -3.0068
O 5.8767 -0.2941 -1.1197
S 4.9650 -1.1362 -1.8767
O 4.9370 -2.5233 -1.5084
N 3.4782 -0.4673 -1.8685
C 3.1782 0.0776 -3.0323
S 1.8013 0.9979 -3.3021
C 4.1864 -0.1997 -4.1057
C 4.1409 0.1423 -5.4456
C 5.2003 -0.2468 -6.2551
C 6.2795 -0.9585 -5.7357
C 6.3268 -1.2988 -4.3890
C 5.2631 -0.9046 -3.6047
H 3.2925 0.6910 -5.8332
H 5.1868 0.0018 -7.3085
H 7.0892 -1.2537 -6.3906
H 7.1566 -1.8551 -3.9741
C -3.8812 1.7382 2.8546
N -4.1480 1.4135 1.4600
C -4.3580 2.6558 0.7175
N -3.2623 3.6144 0.8513
C -3.0334 3.8671 2.2665
N -2.7711 2.6684 3.0606
C -1.5054 2.0464 2.6408
P -1.4212 1.5115 0.8403
C -3.0590 0.6345 0.8607
C -2.0555 3.1249 0.1744
H -3.6710 0.8138 3.3998
H -4.7824 2.1951 3.2751
H -5.2684 3.1282 1.0993
H -4.4954 2.4186 -0.3393
H -3.9271 4.3502 2.6737
H -2.1882 4.5520 2.3735
H -1.3327 1.1675 3.2667
H -0.6892 2.7505 2.8400
H -2.9530 -0.3123 1.4021
H -3.3121 0.4038 -0.1729
H -2.2744 2.9772 -0.8804
H -1.2700 3.8829 0.2516
```

## Properties
HOMO = -0.107 Eh
gap between HOMO and LUMO = 0.1770 Ha
lowest unoccupied orbital energy = 1.894 eV
charge = -1
energy relative to the best compared isomer or geometry (same formula, charge and spin) = 0.0 kJ/mol
M = 903.950 g/mol

---

Computed maximum force (eV/Å) in order:
0.4; 0.5; 0.6